[1]
Molecular formula: C54H59F7O4
Method: DFT, ωB97M-V/def2-TZVPD

Atoms and positions in Å:
F: -0.84 3.60 -0.97
C: -0.92 4.32 0.19
C: -1.90 5.32 0.36
C: -1.89 6.07 1.51
C: -0.98 5.78 2.51
C: -0.03 4.81 2.34
C: 0.03 4.10 1.17
H: -2.61 5.58 -0.42
H: -2.66 6.82 1.61
H: -0.98 6.34 3.44
H: 0.64 4.52 3.13
H: 0.78 3.34 1.04
F: -0.52 -0.19 5.42
C: 0.24 0.89 5.22
C: 1.61 0.66 4.90
C: 2.52 1.69 4.79
C: 1.99 2.98 4.97
C: 0.69 3.24 5.25
C: -0.22 2.17 5.42
H: 1.89 -0.36 4.68
H: 3.58 1.56 4.61
H: 2.72 3.77 5.05
H: 0.39 4.28 5.33
H: -1.27 2.29 5.67
F: -5.67 1.93 -3.45
C: -4.96 1.76 -2.29
C: -4.73 2.83 -1.41
C: -3.89 2.71 -0.34
C: -3.28 1.44 -0.04
C: -3.50 0.39 -0.89
C: -4.34 0.52 -2.02
H: -5.26 3.76 -1.58
H: -3.68 3.50 0.36
H: -2.70 1.31 0.86
H: -3.02 -0.55 -0.67
H: -4.43 -0.24 -2.78
F: 7.95 -0.28 1.25
C: 6.90 -0.07 0.49
C: 6.93 0.99 -0.45
C: 5.80 1.25 -1.23
C: 4.61 0.52 -1.05
C: 4.60 -0.54 -0.13
C: 5.74 -0.83 0.62
H: 7.84 1.57 -0.57
H: 5.73 2.13 -1.86
H: 3.74 0.76 -1.64
H: 3.72 -1.16 -0.03
H: 5.75 -1.58 1.39
F: 4.58 -3.76 3.88
C: 3.40 -4.39 3.95
C: 3.25 -5.59 4.61
C: 2.00 -6.10 4.84
C: 0.87 -5.43 4.34
C: 0.99 -4.35 3.47
C: 2.26 -3.81 3.32
H: 4.13 -6.05 5.04
H: 1.98 -7.01 5.43
H: -0.06 -5.92 4.55
H: 0.13 -3.85 3.05
H: 2.35 -2.92 2.72
F: -1.99 -3.30 -1.70
C: -2.65 -3.24 -2.90
C: -2.60 -2.09 -3.61
C: -3.38 -1.90 -4.77
C: -4.26 -2.90 -5.17
C: -4.34 -4.08 -4.39
C: -3.50 -4.27 -3.29
H: -1.85 -1.39 -3.25
H: -3.21 -1.04 -5.40
H: -4.86 -2.82 -6.06
H: -5.03 -4.86 -4.66
H: -3.65 -5.17 -2.72
F: -6.31 -1.72 1.34
C: -5.13 -1.37 1.87
C: -5.02 -0.36 2.79
C: -3.80 0.05 3.33
C: -2.64 -0.70 2.99
C: -2.73 -1.82 2.17
C: -3.96 -2.08 1.54
H: -5.93 0.18 3.03
H: -3.76 0.83 4.08
H: -1.71 -0.47 3.50
H: -1.85 -2.39 1.90
H: -3.97 -2.88 0.81
C: -0.37 1.32 -4.70
C: -1.53 1.28 -5.66
C: -1.23 0.77 -7.04
O: -2.68 1.58 -5.28
H: 0.38 0.58 -4.98
H: -0.84 0.98 -3.78
H: -0.01 2.31 -4.44
H: -2.17 0.54 -7.54
H: -0.55 -0.08 -7.18
H: -0.70 1.60 -7.49
C: 3.40 4.81 -1.83
C: 2.76 3.50 -1.78
C: 2.49 2.77 -3.10
O: 2.50 2.93 -0.73
H: 4.45 4.71 -2.12
H: 3.37 5.27 -0.84
H: 2.86 5.51 -2.47
H: 1.89 3.45 -3.71
H: 1.97 1.82 -3.01
H: 3.36 2.47 -3.69
C: 0.43 -4.71 -1.58
C: 1.89 -4.70 -1.88
C: 2.83 -4.54 -0.68
O: 2.35 -4.78 -3.04
H: -0.07 -4.95 -2.52
H: 0.03 -3.80 -1.15
H: 0.25 -5.61 -0.98
H: 2.66 -5.27 0.11
H: 2.88 -3.53 -0.27
H: 3.87 -4.59 -1.01
C: 0.18 0.13 -0.89
C: 0.49 -0.44 0.46
C: 0.44 0.51 1.64
O: 0.93 -1.62 0.51
H: -0.64 -0.37 -1.41
H: 1.09 0.10 -1.49
H: -0.09 1.18 -0.76
H: 0.73 -0.07 2.52
H: -0.57 0.92 1.73
H: 1.16 1.32 1.67

Maximum force (Eh/bohr): 0.0625
Electronic energy (a.u.): -3093.00805
Energy relative to the best compared isomer or geometry (same formula, charge and spin) (eV): 0.000
Lowest unoccupied orbital energy (eV): 0.40
Structure (SMILES): Fc1ccccc1.Fc1ccccc1.Fc1ccccc1.Fc1ccccc1.Fc1ccccc1.Fc1ccccc1.Fc1ccccc1.CC(C)=O.CC(C)=O.CC(C)=O.CC(C)=O

Results of the Löwdin charge analysis, in e, for atoms 1 through 4: F 0.0392; C -0.2441; C -0.0374; C -0.0802

---

[2]
Molecular formula: C3H5N2
Method: DFT, ωB97M-V/def2-TZVPD

Atoms and positions in Å:
N: 2.72 0.04 -0.26
C: 1.67 -0.03 0.16
C: 0.33 -0.09 0.59
C: -0.70 -0.72 -0.28
N: -0.63 0.74 -0.18
H: 0.20 -0.10 1.67
H: -0.39 -1.15 -1.22
H: -1.55 -1.20 0.17
H: -0.27 1.27 -0.97
H: -1.38 1.23 0.32

Net charge: +1
Maximum force (Eh/bohr): 0.0343
Electronic energy (a.u.): -226.49212
Energy relative to the best compared isomer or geometry (same formula, charge and spin) (eV): 2.728
Lowest unoccupied orbital energy (eV): -4.22
Structure (SMILES): N#C[C@@H]1C[NH2+]1

Results of the Löwdin charge analysis, in e, for atoms 1 through 4: N 0.2487; C -0.1546; C -0.1712; C 0.0241